DFT (ωB97M-V/def2-TZVPD) results for a molecular structure, C15H8Br2CoF6NO2Te.

Each line ends with the natural charge from an NBO analysis.
Element x y z (Å)
Co 0.344 -0.288 1.397  1.109
Br 4.558 -0.081 -1.187  0.101
C 2.922 -0.930 -1.555  -0.182
C 2.751 -1.616 -2.774  -0.199
C 1.582 -2.255 -3.078  -0.104
Br 1.416 -3.165 -4.727  0.072
C 0.499 -2.237 -2.166  -0.110
C -0.758 -2.856 -2.331  -0.088
C -1.705 -2.756 -1.346  -0.264
C -1.426 -2.019 -0.186  0.089
N -0.266 -1.428 -0.013  -0.431
C 0.698 -1.534 -0.968  0.103
C 1.909 -0.879 -0.623  0.372
O 1.965 -0.300 0.553  -0.662
H 3.572 -1.632 -3.477  0.246
H -0.962 -3.410 -3.237  0.240
H -2.670 -3.230 -1.450  0.236
H -2.157 -1.904 0.605  0.222
F -1.251 -0.430 2.612  -0.631
Te -0.395 0.576 4.092  3.426
F -1.990 0.324 4.979  -0.585
F -1.186 2.129 3.470  -0.600
F 0.075 -1.057 4.842  -0.609
F 0.325 1.474 5.522  -0.591
O 1.012 0.616 2.946  -1.063
F -1.603 4.694 -1.235  -0.325
C -1.165 3.558 -0.655  0.386
C -2.076 2.559 -0.384  -0.267
C -1.617 1.389 0.211  -0.270
C -0.274 1.251 0.521  -0.039
C 0.625 2.271 0.249  -0.236
C 0.176 3.441 -0.349  -0.272
H -3.119 2.699 -0.631  0.230
H -2.330 0.608 0.442  0.214
H 1.670 2.161 0.504  0.245
H 0.851 4.255 -0.573  0.234

As for the spin multiplicity: 1. The highest occupied orbital energy comes out at -8.513 eV. The LUMO energy is -1.3 eV. The HOMO-LUMO gap comes out at 0.267 Eh. The maximum force is 0.08 eV/A. Its total charge is 0. The value obtained for the electronic energy is -8179.67996 a.u.